Entry from the OMol25 dataset: a molecular structure, C24H26BF6IrN8O7S3 (the ωB97M-V functional and the def2-TZVPD basis).

## Properties
**Multiplicity**: 1
**Kohn-Sham gap**: 0.336 hartree
**Energy above the lowest of the compared OMol25 structures with the same formula, charge and spin**: 0.0 kJ/mol

Element x y z (Å)
Ir: 0.117 0.179 -0.330
C: -1.341 -0.535 -3.629
C: -0.385 -1.468 -2.973
C: 0.057 -2.689 -3.487
C: 0.924 -3.212 -2.551
C: 1.687 -4.493 -2.572
N: 0.994 -2.342 -1.533
N: 0.193 -1.269 -1.784
B: 1.820 -2.391 -0.236
N: 2.714 -1.135 -0.208
N: 2.121 0.083 -0.255
C: 3.073 1.019 -0.213
C: 2.822 2.487 -0.222
C: 4.312 0.373 -0.146
C: 4.046 -0.983 -0.141
C: 4.985 -2.139 -0.080
N: 0.846 -2.323 0.952
N: -0.063 -1.314 1.013
C: -0.877 -1.544 2.047
C: -2.023 -0.681 2.446
C: -0.470 -2.730 2.667
C: 0.615 -3.191 1.952
C: 1.440 -4.414 2.165
H: -1.617 -0.939 -4.601
H: -0.897 0.443 -3.804
H: -2.257 -0.423 -3.053
H: -0.228 -3.128 -4.428
H: 1.485 -5.020 -3.502
H: 1.400 -5.139 -1.743
H: 2.761 -4.318 -2.502
H: 2.483 -3.379 -0.186
H: 1.834 2.724 0.159
H: 2.917 2.885 -1.233
H: 3.565 2.978 0.406
H: 5.278 0.845 -0.097
H: 6.005 -1.773 0.015
H: 4.922 -2.747 -0.983
H: 4.769 -2.784 0.771
H: -2.038 0.259 1.911
H: -1.983 -0.465 3.515
H: -2.961 -1.199 2.242
H: -0.916 -3.181 3.537
H: 1.095 -4.929 3.059
H: 2.493 -4.165 2.297
H: 1.363 -5.099 1.321
F: 0.953 4.685 -1.888
C: -0.271 4.318 -1.511
F: -1.147 5.221 -1.928
F: -0.318 4.226 -0.196
S: -0.655 2.699 -2.316
O: 0.315 1.744 -1.746
O: -0.485 2.939 -3.707
N: -2.125 2.439 -1.913
S: -2.875 1.353 -1.092
O: -3.981 0.783 -1.780
O: -1.994 0.365 -0.447
C: -3.622 2.361 0.271
F: -4.096 1.536 1.197
F: -2.729 3.170 0.797
F: -4.620 3.068 -0.245
O: -0.367 3.550 5.204
S: -0.792 2.327 4.592
O: -1.985 1.688 5.074
N: -0.877 2.484 2.964
C: -0.031 1.710 2.358
O: 0.014 1.672 1.072
C: 0.879 0.916 3.268
C: 1.934 0.063 2.987
C: 2.596 -0.549 4.044
C: 2.224 -0.309 5.362
C: 1.183 0.565 5.651
C: 0.539 1.157 4.586
H: 2.244 -0.131 1.975
H: 3.421 -1.219 3.835
H: 2.757 -0.795 6.169
H: 0.889 0.779 6.670



Entry from the OMol25 dataset: a molecular structure, C23H56AlBINO13P3 at a distorted geometry (the ωB97M-V functional and the def2-TZVPD basis).

## Properties
**Net charge**: -1
**Multiplicity**: 1
**Kohn-Sham gap**: 0.132 hartree

Element x y z (Å)
C: 9.144 2.771 -0.972
C: 8.241 4.140 -0.688
B: 6.618 3.885 -0.724
O: 6.121 2.694 0.051
C: 5.486 4.808 -1.469
O: 5.153 6.036 -0.711
Al: 3.644 6.613 -1.717
P: 2.957 8.804 -1.373
O: 3.042 9.614 -2.917
I: 0.540 8.590 -0.774
O: 4.525 6.144 -3.334
C: 5.576 5.101 -3.086
C: 5.038 3.897 -4.091
C: 3.459 3.508 -3.893
C: 3.191 1.914 -3.524
C: 1.967 1.789 -2.431
O: 2.184 0.699 -1.423
C: 2.511 1.292 -0.116
C: 6.921 5.934 -3.631
N: 7.730 5.170 -4.651
C: 8.477 3.995 -4.072
H: 9.567 2.293 0.017
H: 8.533 1.932 -1.543
H: 10.090 2.993 -1.665
H: 8.514 4.463 0.427
H: 8.630 5.001 -1.378
H: 5.837 3.087 0.949
H: 4.521 4.125 -1.389
H: 2.322 5.735 -1.636
H: 2.458 9.039 -3.524
H: 5.652 2.892 -3.980
H: 5.158 4.218 -5.234
H: 2.893 3.690 -4.929
H: 2.882 4.136 -3.093
H: 4.182 1.380 -3.153
H: 2.822 1.359 -4.513
H: 0.937 1.615 -3.004
H: 1.801 2.771 -1.782
H: 2.497 0.394 0.671
H: 3.622 1.724 -0.090
H: 1.728 2.071 0.282
H: 6.539 6.919 -4.189
H: 7.572 6.351 -2.722
H: 7.195 4.939 -5.517
H: 7.846 3.275 -3.401
H: 9.418 4.349 -3.429
H: 8.852 3.335 -4.993
O: -1.477 0.733 3.819
P: -2.307 0.435 2.546
O: -2.502 2.028 2.135
C: -1.431 2.686 1.489
C: -1.374 2.313 0.023
O: -3.750 0.279 3.367
C: -3.762 -0.288 4.672
C: -3.829 0.806 5.724
O: -3.235 0.103 1.124
C: -3.358 -1.266 0.769
C: -4.456 -1.956 1.555
H: -0.486 2.453 1.990
H: -1.600 3.762 1.588
H: -1.102 1.260 -0.100
H: -0.632 2.921 -0.505
H: -2.351 2.452 -0.454
H: -2.897 -0.941 4.822
H: -4.653 -0.917 4.750
H: -3.039 1.552 5.593
H: -3.743 0.380 6.728
H: -4.780 1.343 5.652
H: -2.398 -1.774 0.899
H: -3.610 -1.295 -0.297
H: -4.119 -2.176 2.573
H: -4.728 -2.908 1.090
H: -5.347 -1.328 1.632
O: -4.993 -6.541 0.965
P: -6.240 -7.426 1.212
O: -7.125 -6.218 1.920
C: -7.753 -5.271 1.079
C: -9.016 -5.844 0.471
O: -5.655 -8.079 2.630
C: -4.260 -8.329 2.769
C: -3.601 -7.217 3.567
O: -7.632 -8.414 1.489
C: -7.586 -9.721 0.938
C: -6.821 -10.681 1.827
H: -7.060 -4.937 0.300
H: -8.003 -4.402 1.694
H: -8.780 -6.650 -0.230
H: -9.571 -5.071 -0.071
H: -9.664 -6.269 1.245
H: -3.788 -8.462 1.792
H: -4.146 -9.274 3.308
H: -3.815 -6.228 3.148
H: -2.516 -7.356 3.596
H: -3.980 -7.211 4.594
H: -7.159 -9.688 -0.069
H: -8.623 -10.065 0.850
H: -5.742 -10.523 1.726
H: -7.024 -11.719 1.545
H: -7.077 -10.541 2.881



Number 1: energy -103893.085 eV, HOMO energy -9.1 eV, LUMO energy 0.06 eV. Number 2: energy -96103.657 eV, HOMO energy -4.8 eV, LUMO energy -1.24 eV.